1.
Below is a cluster of 2 separate species, C5H12N2O in total, with properties calculated with ωB97M-V/def2-TZVPD.

ORCA input file:
```
! wB97M-V def2-TZVPD RIJCOSX def2/J DEFGRID3
* xyz 0 1
C 3.02 0.31 -0.15
C 1.89 1.04 0.52
C 0.73 0.48 0.88
C -0.36 1.26 1.55
N 0.45 -0.87 0.74
H 3.72 1.02 -0.59
H 2.65 -0.34 -0.95
H 3.57 -0.31 0.55
H 2.06 2.08 0.75
H -0.08 2.30 1.67
H -1.28 1.21 0.96
H -0.57 0.84 2.53
H 1.05 -1.35 0.09
H -0.53 -1.07 0.58
C -2.46 -1.77 -1.78
N -2.27 -1.02 -0.79
O -2.95 0.14 -0.68
H -3.16 -1.55 -2.59
H -1.89 -2.68 -1.83
H -3.57 0.28 -1.43
*
```

Results
LUMO: 0.7 eV
Energy above the lowest of the compared OMol25 structures with the same formula, charge and spin: 342.2 kJ/mol
DFT total energy: -382.37218 Eh
Kohn-Sham gap: 8.1428 eV
HOMO: -7.4 eV

Just the Mulliken charges please, in e? Sure, here they are:
1. C -1.25
2. C -0.03
3. C 0.49
4. C -1.26
5. N -0.55
6. H 0.33
7. H 0.34
8. H 0.27
9. H 0.29
10. H 0.32
11. H 0.22
12. H 0.31
13. H 0.24
14. H 0.33
15. C -0.33
16. N -0.19
17. O -0.30
18. H 0.21
19. H 0.25
20. H 0.30

***

2.
Below is a structure of composition C19H28F5O3PrTe in a non-equilibrium geometry, with properties calculated with ωB97M-V/def2-TZVPD.

ORCA input file:
```
! wB97M-V def2-TZVPD RIJCOSX def2/J DEFGRID3
* xyz 0 3
O -0.61 -1.14 -2.69
C -1.08 -2.54 -2.68
C -1.15 -2.72 -4.17
H -2.08 -2.62 -2.26
H -0.40 -3.22 -2.15
C -0.79 -1.23 -4.14
H -2.18 -2.93 -4.46
H -0.42 -3.39 -4.62
C -2.02 -0.44 -4.56
H -2.91 -0.82 -4.01
H -2.17 -0.58 -5.65
H -1.92 0.62 -4.34
C 0.48 -0.88 -4.90
H 1.32 -1.51 -4.57
H 0.73 0.18 -4.75
H 0.30 -1.05 -5.97
Pr 0.85 1.81 1.50
C 3.61 2.23 2.28
C 3.21 1.15 3.12
C 2.92 0.03 2.30
H 3.17 1.16 4.21
C 3.15 0.41 0.93
C 3.58 1.77 0.93
H 3.89 2.35 0.05
H 3.97 3.20 2.65
H 2.63 -0.95 2.68
H 3.07 -0.26 0.07
C -0.57 4.28 1.55
C 0.35 4.34 0.45
C -0.04 3.35 -0.51
H 1.15 5.08 0.38
C -1.20 2.67 -0.01
C -1.52 3.25 1.26
H -2.36 2.96 1.90
H -0.58 4.92 2.43
H 0.44 3.15 -1.48
H -1.80 1.90 -0.49
O -1.85 -2.04 -0.24
C -0.59 -1.39 0.01
C 0.40 -2.45 0.46
H -0.68 -0.58 0.81
H -0.21 -0.97 -0.92
C -0.49 -3.47 1.22
H 1.20 -2.00 1.05
H 0.81 -2.95 -0.43
C -1.93 -3.03 0.82
H -0.34 -3.35 2.31
H -0.30 -4.51 0.90
H -2.37 -2.48 1.71
H -2.63 -3.84 0.58
F -2.10 2.35 4.13
Te -0.63 1.17 4.52
F 0.76 2.63 3.77
F 0.86 0.05 4.99
F -0.57 1.98 6.30
F -1.80 -0.20 5.01
O -0.57 0.59 2.73
*
```

Results
LUMO (alpha / beta): -3.1 / -3.1 eV
Energy above the lowest of the compared OMol25 structures with the same formula, charge and spin: 220.3 kJ/mol
DFT total energy: -2250.81712 Eh
Kohn-Sham gap (alpha / beta): 5.3707 / 5.3695 eV
HOMO (alpha / beta): -8.5 / -8.5 eV

Just the Mulliken charges please, in e? Sure, here they are:
1. O -0.43
2. C -0.17
3. C -0.83
4. H 0.24
5. H 0.08
6. C 1.35
7. H 0.29
8. H 0.33
9. C -1.58
10. H 0.34
11. H 0.39
12. H 0.33
13. C -1.69
14. H 0.37
15. H 0.34
16. H 0.39
17. Pr 1.11
18. C -0.48
19. C -0.54
20. C -0.43
21. H 0.49
22. C -0.56
23. C -0.74
24. H 0.51
25. H 0.46
26. H 0.46
27. H 0.53
28. C -0.41
29. C -0.69
30. C -0.57
31. H 0.49
32. C -0.54
33. C -0.52
34. H 0.50
35. H 0.44
36. H 0.56
37. H 0.63
38. O -0.44
39. C 0.81
40. C -0.02
41. H -0.89
42. H 0.88
43. C -0.57
44. H -0.13
45. H 0.16
46. C -0.59
47. H 0.31
48. H 0.26
49. H 0.22
50. H 0.38
51. F -0.41
52. Te 2.11
53. F -0.55
54. F -0.41
55. F -0.37
56. F -0.38
57. O -0.83

***

Question: Which formula does entry 1 have?
Answer: C5H12N2O

***

Question: The lowest DFT total energy belongs to which entry?
Answer: C19H28F5O3PrTe